12
Properties=species:S:1:pos:R:3 method="wB97M-V/def2-TZVPD" lumo_energy_ev=0.81 relative_energy_ev=1.5894 smiles="NC1=NCC(O)=N1" total_charge=0 homo_lumo_gap_ev=9.54 multiplicity=1 e_homo_ha=-0.321
N -1.980 -0.685 0.838
C -0.847 -0.217 0.212
N 0.367 -0.886 0.366
C 1.229 -0.093 -0.182
O 2.519 -0.411 -0.309
C 0.584 1.167 -0.629
N -0.854 0.862 -0.495
H -2.006 -1.684 0.962
H -2.816 -0.309 0.413
H 2.622 -1.288 0.101
H 0.966 1.737 -1.485
H 0.217 1.807 0.207

16
Properties=species:S:1:pos:R:3 method="wB97M-V/def2-TZVPD" lumo_energy_ev=0.39 relative_energy_ev=3.4559 smiles="C=CC.CNCl" total_charge=0 homo_lumo_gap_ev=9.85 multiplicity=1 e_homo_ha=-0.348
C -2.306 -1.817 -1.545
C -1.664 -0.388 0.355
C 2.051 1.533 0.282
C -1.872 -0.531 -0.952
N 2.088 0.194 -0.230
Cl 3.367 -0.835 0.650
H -2.542 -2.569 -0.787
H -3.180 -1.771 -2.249
H -1.470 -2.347 -2.184
H -1.370 0.557 0.639
H -2.107 -1.137 0.964
H 2.530 0.227 -1.238
H 1.389 1.377 1.220
H 2.990 2.009 0.542
H 1.618 2.393 -0.330
H -1.573 0.082 -1.750

83
Properties=species:S:1:pos:R:3 method="wB97M-V/def2-TZVPD" lumo_energy_ev=1.52 total_charge=-1 homo_lumo_gap_ev=6.54 multiplicity=1 e_homo_ha=-0.184
C -2.306 4.716 -3.785
C -2.065 3.537 -4.679
C -1.421 2.113 -4.145
O -0.157 1.810 -4.462
O -2.152 1.117 -3.310
C -2.106 1.686 -1.922
C -2.541 0.600 -0.774
C -2.907 1.242 0.690
C -2.575 2.838 0.854
C -0.984 3.208 0.997
C -0.173 2.364 2.145
In 1.705 1.318 1.299
C 1.015 -0.795 0.769
C 0.268 -1.569 2.043
C 1.265 -1.666 3.360
Br 1.949 -3.540 3.684
N 2.414 2.456 -0.364
C 3.328 1.673 -1.279
C 3.719 0.080 -1.135
O 3.857 2.311 -2.360
C 2.981 3.801 0.032
C 4.565 4.205 0.146
O 2.080 4.778 0.323
H -1.992 4.626 -2.653
H -2.771 5.747 -4.147
H -2.311 3.630 -5.837
H -2.778 2.649 -1.963
H -0.952 1.934 -1.746
H -3.521 0.051 -1.174
H -1.741 -0.241 -0.624
H -4.082 1.118 0.843
H -2.404 0.552 1.502
H -3.063 3.519 0.016
H -3.090 3.189 1.872
H -0.382 3.139 -0.004
H -0.936 4.353 1.332
H -0.898 1.592 2.689
H 0.153 3.129 2.996
H 2.883 1.199 2.654
H 0.301 -0.852 -0.156
H 1.978 -1.439 0.497
H -0.059 -2.640 1.638
H -0.750 -1.034 2.352
H 0.697 -1.337 4.351
H 2.217 -0.977 3.259
H 4.206 -0.212 -0.112
H 2.797 -0.640 -1.370
H 4.521 -0.182 -1.980
H 5.248 3.413 0.670
H 4.610 5.194 0.811
H 4.994 4.538 -0.917
Br -6.605 0.936 -3.893
C -6.296 1.648 -5.682
C -5.121 0.968 -6.346
Br -3.429 1.634 -5.642
H -6.169 2.730 -5.578
H -7.219 1.447 -6.231
H -5.095 1.200 -7.415
H -5.117 -0.117 -6.214
Br -4.023 7.567 -1.925
C -3.390 7.179 -0.121
C -1.887 7.028 -0.090
Br -1.336 5.297 -0.801
H -3.923 6.287 0.219
H -3.704 8.036 0.481
H -1.519 7.042 0.940
H -1.361 7.792 -0.669
Br 3.445 -6.616 4.359
C 1.925 -7.833 4.258
C 1.358 -7.886 2.858
Br 0.288 -6.302 2.469
H 1.200 -7.503 5.007
H 2.322 -8.810 4.549
H 0.669 -8.728 2.752
H 2.126 -7.951 2.081
Br 2.890 -11.461 3.848
C 4.763 -11.632 3.333
C 5.543 -10.384 3.679
Br 5.183 -8.950 2.406
H 4.780 -11.871 2.266
H 5.137 -12.489 3.899
H 6.618 -10.568 3.604
H 5.314 -9.992 4.674